No. 1
The following is a quantum chemistry calculation of CH9N5P4 as an isolated structure in a non-equilibrium geometry, from the Open Molecules 2025 dataset.

Structure (XYZ):
```
19
Properties=species:S:1:pos:R:3
C -1.375 2.635 -1.875
N 1.283 0.639 -0.640
N 0.912 -2.085 -1.104
N -0.782 -2.085 0.999
N -0.454 0.523 1.217
N -1.315 1.842 -0.866
P 0.342 1.633 0.393
P 1.654 -0.858 -0.107
P -0.833 -2.351 -0.760
P 0.043 -0.847 1.769
H 1.879 0.815 3.490
H -0.534 3.200 -2.208
H -2.271 2.673 -2.592
H 1.458 -2.849 -1.422
H -1.111 -2.762 1.696
H -2.046 1.160 -0.517
H 2.947 -1.020 -0.559
H -1.073 -1.059 -0.981
H 1.277 0.794 4.066
```

Summary:
ΔE to the lowest compared entry with this formula, charge and spin = 48.9 kcal per mole
orbital gap = 0.279 hartree
F_max = 3.37 eV/A
electronic energy = -45786.97037 eV
total charge = 0
HOMO level = -0.27984 Eh

Table of natural (NBO) atomic charges, one value per atom, all in e:
1 C 0.05
2 N -1.42
3 N -1.24
4 N -1.31
5 N -1.51
6 N -0.64
7 P 1.38
8 P 1.12
9 P 0.93
10 P 1.13
11 H -0.01
12 H 0.20
13 H 0.18
14 H 0.40
15 H 0.42
16 H 0.43
17 H -0.03
18 H -0.10
19 H 0.01

***

No. 2
The following is a quantum chemistry calculation of C38H68AlBr3FMgN6O13P2S as an isolated structure in a non-equilibrium geometry, from the Open Molecules 2025 dataset.

Structure (XYZ):
```
134
Properties=species:S:1:pos:R:3
C -3.349 1.054 -3.745
C -3.174 2.565 -3.894
C -2.296 3.219 -2.809
C -3.033 4.064 -1.750
C -2.992 3.445 -0.355
C -3.715 2.106 -0.259
C -3.832 1.580 1.166
C -2.448 1.378 1.781
C -2.430 0.485 3.030
C -1.149 -0.333 3.221
N -0.999 -1.265 2.007
C -1.895 -2.448 2.229
C -2.438 -2.972 0.920
C -3.533 -3.976 1.026
N -1.944 -2.455 -0.127
C 0.404 -1.621 1.491
C 0.748 -3.104 1.288
C 1.269 -3.410 -0.130
C 1.091 -4.878 -0.500
C -0.237 -5.202 -1.190
C -0.425 -4.416 -2.502
C 1.501 -0.956 2.352
P 3.142 -1.115 1.486
S 4.237 -2.611 2.088
N 1.237 0.435 2.687
C 1.096 1.313 1.485
C 2.027 2.525 1.506
C 2.362 3.049 0.103
N 1.262 3.095 -0.847
C 0.123 0.507 3.608
N -0.268 1.873 3.783
C 0.416 2.772 4.244
O 0.940 3.699 4.674
P 0.692 -0.008 5.313
N -0.268 0.484 6.506
H -3.689 0.609 -4.679
H -4.079 0.807 -2.972
H -2.395 0.587 -3.487
H -2.724 2.756 -4.866
H -4.156 3.040 -3.891
H -1.575 3.865 -3.308
H -1.718 2.437 -2.303
H -2.554 5.042 -1.691
H -4.073 4.225 -2.040
H -1.937 3.335 -0.068
H -3.445 4.135 0.368
H -4.707 2.202 -0.704
H -3.168 1.359 -0.845
H -4.383 0.634 1.172
H -4.403 2.282 1.778
H -1.804 0.994 0.976
H -2.050 2.358 2.047
H -2.603 1.113 3.901
H -3.295 -0.180 2.993
H -1.342 -1.006 4.062
H -1.455 -0.780 1.222
H -2.744 -2.139 2.836
H -1.354 -3.204 2.794
H -3.462 -4.712 0.230
H -4.493 -3.466 0.933
H -3.532 -4.474 1.997
H -2.390 -2.828 -0.967
H 0.469 -1.152 0.511
H 1.566 -3.346 1.969
H -0.059 -3.796 1.517
H 0.764 -2.782 -0.862
H 2.343 -3.216 -0.151
H 1.883 -5.180 -1.205
H 1.155 -5.491 0.418
H -1.059 -5.059 -0.486
H -0.257 -6.263 -1.440
H -0.488 -5.106 -3.340
H 0.416 -3.756 -2.726
H -1.329 -3.819 -2.481
H 1.649 -1.576 3.240
H 3.705 0.144 1.688
H 2.804 -1.107 0.128
H 0.071 1.658 1.381
H 1.295 0.731 0.580
H 2.928 2.289 2.075
H 1.520 3.338 2.038
H 2.762 4.057 0.203
H 3.149 2.432 -0.337
H 1.111 2.237 -1.354
H 0.387 3.420 -0.458
H 2.007 0.461 5.451
H 0.854 -1.397 5.298
H -1.076 0.989 6.147
C -2.184 5.789 1.387
Br -1.072 5.118 2.829
Br -3.318 7.162 2.072
Br -1.148 6.326 -0.123
H -2.812 4.964 1.082
O -4.384 1.930 5.307
H -4.025 2.215 6.153
H -5.231 1.537 5.545
C 6.464 -0.751 0.138
O 7.671 -0.479 -0.558
C 7.791 -1.160 -1.710
O 6.989 -1.962 -2.117
O 8.898 -0.763 -2.302
C 9.182 -1.377 -3.575
H 6.498 -0.141 1.038
H 5.609 -0.466 -0.482
H 6.390 -1.801 0.406
H 8.375 -1.179 -4.277
H 9.317 -2.449 -3.455
H 10.104 -0.919 -3.915
C -7.006 -3.422 -3.249
C -5.885 -3.628 -2.345
C -4.611 -4.121 -2.974
O -3.608 -4.261 -2.278
C -4.645 -4.428 -4.368
C -5.760 -4.236 -5.294
C -7.019 -3.640 -4.692
O -7.987 -3.361 -5.350
O -5.683 -4.522 -6.459
O -5.957 -3.400 -1.155
H -7.939 -3.053 -2.829
H -3.731 -4.845 -4.780
Mg 1.006 1.060 8.110
O -6.445 6.280 4.122
H -5.693 6.610 3.597
Al 3.498 -6.060 0.386
C 8.364 2.518 -2.412
C 7.255 3.157 -3.224
O 7.357 4.509 -2.864
C 8.656 4.759 -2.494
O 9.123 5.830 -2.359
O 9.307 3.581 -2.313
F 6.024 2.683 -2.866
H 8.003 2.253 -1.416
H 8.808 1.648 -2.883
H 7.358 3.060 -4.306
```

Summary:
orbital gap = 0.052 hartree
F_max = 1.35 eV/A
electronic energy = -330328.27943 eV
total charge = +3
HOMO level = -0.46029 Eh

Here are the Löwdin charges for atoms 1 to 99, given in e:
1 C -0.12
2 C -0.24
3 C -0.19
4 C -0.21
5 C -0.25
6 C -0.19
7 C -0.18
8 C -0.20
9 C -0.12
10 C -0.17
11 N 0.02
12 C -0.07
13 C -0.38
14 C 0.00
15 N 0.21
16 C -0.22
17 C -0.16
18 C -0.22
19 C -0.35
20 C -0.21
21 C -0.08
22 C -0.43
23 P 0.50
24 S 0.22
25 N -0.11
26 C -0.17
27 C -0.17
28 C -0.25
29 N 0.03
30 C -0.51
31 N 0.14
32 C -0.41
33 O 0.19
34 P 0.84
35 N -0.38
36 H 0.07
37 H 0.05
38 H 0.06
39 H 0.11
40 H 0.11
41 H 0.11
42 H 0.09
43 H 0.02
44 H 0.12
45 H 0.09
46 H 0.08
47 H 0.13
48 H 0.10
49 H 0.12
50 H 0.13
51 H 0.10
52 H 0.07
53 H 0.10
54 H 0.12
55 H 0.13
56 H 0.13
57 H 0.14
58 H 0.14
59 H 0.08
60 H 0.10
61 H 0.10
62 H 0.06
63 H 0.12
64 H 0.07
65 H 0.10
66 H 0.11
67 H 0.05
68 H 0.04
69 H 0.03
70 H 0.09
71 H 0.12
72 H 0.09
73 H 0.08
74 H 0.04
75 H 0.09
76 H 0.01
77 H 0.02
78 H 0.10
79 H 0.10
80 H 0.11
81 H 0.08
82 H 0.12
83 H 0.11
84 H 0.06
85 H 0.04
86 H 0.02
87 H 0.03
88 H 0.01
89 C -1.60
90 Br 0.68
91 Br 0.69
92 Br 0.74
93 H -0.10
94 O -0.05
95 H 0.04
96 H 0.05
97 C -0.10
98 O 0.00
99 C -0.62

***

No. 3
The following is a quantum chemistry calculation of C16H17Cl2N2OS4Ti as an isolated structure, from the Open Molecules 2025 dataset.

Structure (XYZ):
```
43
Properties=species:S:1:pos:R:3
Ti 0.318 0.127 -0.003
Cl 2.727 0.046 -0.780
C 3.230 1.735 -0.851
C 4.581 1.968 -1.011
C 5.016 3.282 -1.074
C 4.097 4.313 -0.978
C 2.750 4.037 -0.821
Cl 1.655 5.373 -0.706
C 2.256 2.725 -0.753
S 0.537 2.405 -0.586
H 5.272 1.140 -1.083
H 6.067 3.499 -1.198
H 4.417 5.345 -1.024
S -2.039 0.049 -0.058
C -1.675 -1.656 -0.253
S -0.131 -2.002 -0.983
C -2.499 -2.635 0.240
C -3.670 -2.294 0.978
N -4.574 -1.974 1.616
C -2.167 -4.019 0.129
N -1.900 -5.136 0.057
C -3.393 0.296 4.289
C -2.338 -0.766 4.581
C -1.370 -0.990 3.425
S -0.505 0.504 2.932
O 0.559 -0.044 1.933
C 0.496 0.864 4.373
C 1.351 -0.282 4.893
C 2.360 0.218 5.919
H -4.115 0.347 5.102
H -3.931 0.057 3.371
H -2.958 1.292 4.175
H -2.826 -1.726 4.759
H -1.786 -0.533 5.496
H -1.906 -1.282 2.522
H -0.604 -1.736 3.635
H -0.210 1.241 5.119
H 1.105 1.712 4.053
H 1.868 -0.750 4.054
H 0.710 -1.042 5.344
H 3.040 0.947 5.475
H 2.959 -0.605 6.307
H 1.863 0.695 6.766
```

Summary:
ΔE to the lowest compared entry with this formula, charge and spin = 0.0 kcal per mole
<S²> = 0.755
orbital gap (alpha / beta) = 0.299 / 0.296 hartree
F_max = 0.15 eV/A
electronic energy = -113398.60913 eV
total charge = 0
spin multiplicity = 2
HOMO level (alpha / beta) = -0.30711 / -0.30931 Eh

Table of natural (NBO) atomic charges, one value per atom, all in e:
1 Ti 0.92
2 Cl 0.12
3 C -0.03
4 C -0.23
5 C -0.20
6 C -0.21
7 C -0.03
8 Cl 0.03
9 C -0.22
10 S -0.16
11 H 0.23
12 H 0.23
13 H 0.23
14 S -0.12
15 C -0.19
16 S -0.12
17 C -0.44
18 C 0.30
19 N -0.34
20 C 0.29
21 N -0.31
22 C -0.62
23 C -0.41
24 C -0.59
25 S 1.28
26 O -0.96
27 C -0.59
28 C -0.42
29 C -0.60
30 H 0.22
31 H 0.24
32 H 0.20
33 H 0.24
34 H 0.20
35 H 0.27
36 H 0.24
37 H 0.24
38 H 0.25
39 H 0.23
40 H 0.21
41 H 0.21
42 H 0.22
43 H 0.21